18 unconnected molecules or ions with the total composition C41H66N18O2PS in a non-equilibrium geometry. Source: the OMol25 dataset; level of theory: ωB97M-V/def2-TZVPD.

Geometry as XYZ:
```
129
Properties=species:S:1:pos:R:3:forces:R:3:mulliken_charge:R:1
C 1.369460 2.092629 0.384240 -0.7 -0.6 -10.2 -0.05
C 1.157348 2.034187 -1.023979 2.7 0.1 8.9 -0.37
C 1.386899 1.873206 -2.644604 0.6 1.4 2.0 -0.18
S 0.447491 0.380789 -3.382215 0.7 0.5 -1.4 0.04
C 1.529087 -1.173723 -3.123334 2.1 -0.8 0.4 -0.62
C 2.402482 -1.130788 -1.737636 -0.3 -1.2 0.8 -0.08
C 2.983990 -2.684588 -1.523559 0.2 0.4 0.0 -0.19
C 4.497993 -2.752079 -2.174833 -0.6 0.1 0.4 -0.73
P -1.471041 0.135672 -2.397158 -4.6 -1.4 4.2 1.03
N -1.369052 -0.442571 -0.891607 1.6 1.0 -2.9 -0.47
O -2.318815 1.694804 -2.379835 1.4 -3.2 0.4 -0.55
O -2.435234 -1.020119 -3.340296 1.6 3.0 1.6 -0.55
H 1.695511 2.121871 1.532670 -1.1 -0.1 -3.1 0.16
H 2.527972 1.674815 -2.932044 -2.5 0.1 0.9 0.42
H 1.097206 2.873664 -3.227746 0.1 -2.5 1.3 0.27
H 0.920586 -2.166212 -3.296249 0.7 2.3 0.6 0.47
H 2.320949 -1.127254 -4.015599 -2.0 0.2 1.7 0.35
H 3.285484 -0.342524 -1.774405 -1.9 -1.7 -0.2 0.19
H 1.791193 -0.895844 -0.768023 0.8 -0.2 -2.1 -0.04
H 2.989748 -2.908769 -0.368843 0.1 0.6 -2.5 0.11
H 2.238032 -3.487788 -1.996512 1.6 1.9 0.9 0.30
H 4.571572 -3.671943 -2.898402 0.1 1.9 1.4 0.27
H 4.668937 -1.723400 -2.748402 0.0 -2.5 1.1 0.15
H 5.282711 -2.842401 -1.280118 -1.6 0.1 -2.3 0.16
H -0.359197 -0.569032 -0.662303 -0.9 0.2 0.1 0.08
H -2.738942 1.738069 -1.451082 1.0 -0.4 -1.6 0.36
H -3.201717 -1.258971 -2.726783 1.2 0.5 -0.5 0.33
C -0.543107 -3.411826 1.518109 -0.2 0.1 0.0 -0.68
C 0.920319 -3.250704 1.538866 1.1 0.2 0.1 0.38
N 2.076673 -3.123421 1.555156 -1.9 -0.2 0.0 -0.53
H -0.932012 -3.702369 2.499786 0.3 0.0 -0.2 0.36
H -1.048386 -2.483239 1.232033 0.3 0.0 0.0 0.25
H -0.855218 -4.182625 0.805560 0.3 0.1 0.2 0.11
C -4.206630 -5.017462 -0.032825 0.1 0.6 0.1 -0.81
C -3.174446 -5.558646 0.867021 0.7 -0.4 0.7 0.56
N -2.358908 -5.986369 1.578055 -1.3 0.6 -1.1 -0.56
H -4.292525 -3.929485 0.058172 0.2 -0.1 0.3 0.31
H -3.984274 -5.237612 -1.082355 0.1 0.0 0.5 0.25
H -5.193817 -5.439054 0.183952 0.4 0.0 0.1 0.34
C -2.601437 5.054126 -3.333482 -0.2 -0.3 0.1 -0.19
C -1.568937 6.063415 -3.044890 0.8 0.8 0.2 0.39
N -0.753100 6.860959 -2.816960 -1.2 -1.4 -0.4 -0.44
H -2.466237 4.152314 -2.727009 0.2 0.3 0.0 -0.11
H -3.607659 5.434360 -3.127671 0.3 0.2 0.0 0.31
H -2.581491 4.743704 -4.383487 0.1 0.3 0.4 0.05
C 3.116228 2.913981 4.346979 0.0 0.1 0.1 -0.86
C 3.672927 2.042069 3.299190 0.5 -0.7 -0.8 0.32
N 4.112896 1.353188 2.471247 -0.8 1.1 1.1 -0.35
H 2.027640 2.817257 4.417499 0.2 -0.1 -0.1 0.32
H 3.526776 2.673875 5.333498 0.0 -0.1 -0.3 0.26
H 3.335267 3.969404 4.153653 0.1 -0.3 -0.1 0.33
C -6.254119 0.606251 -2.522734 -0.2 0.1 -0.3 -1.09
C -5.221935 0.065068 -1.622888 0.4 -0.3 0.5 0.56
N -4.406396 -0.362655 -0.911853 -1.1 0.5 -1.2 -0.45
H -6.340014 1.694229 -2.431736 0.1 -0.3 0.2 0.32
H -6.031763 0.386101 -3.572263 0.2 -0.1 0.2 0.35
H -7.241306 0.184659 -2.305957 0.3 0.0 0.2 0.35
C -0.174439 4.302271 -6.843638 0.2 -0.1 0.0 -0.26
C -1.528061 4.832548 -6.610147 -1.1 0.5 0.0 0.35
N -2.597640 5.251618 -6.425745 1.8 -0.7 -0.5 -0.46
H 0.326392 4.044104 -5.904558 -0.3 0.2 0.0 0.06
H -0.195302 3.396332 -7.458664 -0.2 0.3 0.1 -0.03
H 0.461353 5.029175 -7.360019 -0.3 -0.1 0.0 0.33
C -4.797994 -9.348951 -1.324424 0.1 -0.2 0.0 -0.84
C -5.085307 -7.917271 -1.513502 -0.3 1.0 -0.2 0.48
N -5.312367 -6.785999 -1.662797 0.0 -2.5 -0.3 -0.58
H -4.908863 -9.910501 -2.258085 -0.1 0.3 0.1 0.30
H -3.775478 -9.512807 -0.968009 -0.2 0.3 0.0 0.27
H -5.472750 -9.803673 -0.591481 0.0 0.3 -0.1 0.29
C -6.419211 1.148664 2.670045 0.1 -0.1 0.1 -0.55
C -6.869754 1.355548 1.283605 -0.4 0.1 -1.1 0.39
N -7.225857 1.519060 0.188127 0.6 -0.2 1.8 -0.43
H -5.714159 0.314104 2.745965 -0.2 0.1 -0.3 0.26
H -5.914663 2.035451 3.068116 -0.2 -0.2 -0.3 0.03
H -7.257280 0.925856 3.338826 0.0 0.1 -0.3 0.28
C 4.899497 4.734328 8.240714 0.2 0.0 0.1 -0.84
C 3.655832 4.843139 7.460032 -1.0 0.1 -0.5 0.49
N 2.673139 4.929232 6.843167 1.5 -0.2 0.9 -0.51
H 4.915316 3.825623 8.851744 -0.2 0.1 -0.2 0.28
H 5.782296 4.704049 7.593280 -0.3 0.0 -0.1 0.28
H 5.026016 5.583449 8.920609 -0.3 -0.1 -0.2 0.34
C 6.548620 -0.252889 0.020331 0.0 0.0 0.2 -0.59
C 6.809549 -0.399861 -1.421308 0.3 -0.1 -1.2 0.36
N 7.015727 -0.515881 -2.560451 -0.4 0.3 1.8 -0.48
H 5.980625 -1.101005 0.417112 0.1 0.1 -0.2 0.25
H 7.478493 -0.189069 0.595380 -0.1 0.0 -0.3 0.38
H 5.971669 0.652384 0.236849 0.1 -0.1 -0.1 0.08
C 0.328645 3.492940 8.984970 -0.2 0.1 -0.2 -0.70
C 1.360830 2.951755 9.884816 0.9 -0.5 0.8 0.36
N 2.176367 2.524032 10.595850 -1.3 0.7 -1.2 -0.40
H 0.242750 4.580916 9.075967 0.2 -0.2 0.1 0.26
H 0.551001 3.272790 7.935440 0.2 0.0 0.3 0.17
H -0.658542 3.071348 9.201748 0.3 -0.1 0.2 0.31
C 6.659873 4.171557 -0.522524 -0.1 0.1 -0.2 -0.82
C 7.068723 3.572396 0.758824 0.4 -0.5 1.2 0.38
N 7.391840 3.098879 1.771245 -0.5 0.8 -1.7 -0.36
H 5.695631 4.684170 -0.439957 0.2 -0.1 0.2 0.27
H 7.388853 4.908802 -0.875338 0.0 -0.2 0.3 0.31
H 6.558048 3.415709 -1.308398 0.1 0.0 0.3 0.24
C 1.217585 0.983182 -9.528705 0.1 -0.2 0.0 -0.77
C 0.930272 2.414862 -9.717783 -0.2 1.2 -0.3 0.42
N 0.703212 3.546133 -9.867078 0.4 -1.9 0.3 -0.40
H 1.106715 0.421632 -10.462366 0.0 0.3 0.1 0.30
H 2.240100 0.819326 -9.172290 -0.1 0.3 -0.1 0.27
H 0.542829 0.528460 -8.795763 0.0 0.3 -0.1 0.24
C -4.624613 5.692819 3.190848 0.1 0.2 -0.1 -0.73
C -5.121081 4.535672 3.954088 -0.4 -0.9 0.7 0.42
N -5.513320 3.621374 4.557267 0.7 1.6 -1.0 -0.46
H -4.490481 5.451017 2.131181 -0.1 -0.2 0.2 0.25
H -5.316837 6.539817 3.244136 0.0 -0.3 0.1 0.27
H -3.657373 6.041396 3.567958 -0.2 -0.2 0.1 0.27
C 9.130590 1.819767 4.726740 0.2 0.0 -0.2 -0.65
C 8.461880 2.085186 6.011414 -0.6 0.2 1.1 0.32
N 7.933587 2.294953 7.026560 0.8 -0.3 -1.7 -0.39
H 8.685014 0.964399 4.207931 -0.1 0.2 0.3 0.21
H 9.063588 2.678739 4.050651 -0.2 -0.1 0.3 0.21
H 10.194228 1.597325 4.862627 -0.2 0.1 0.2 0.30
C -2.819098 -8.642364 4.054721 0.1 0.2 0.1 -0.48
C -3.269618 -9.814042 3.285171 -0.4 -1.0 -0.7 0.34
N -3.625556 -10.739819 2.677005 0.6 1.6 0.9 -0.39
H -3.494914 -8.421248 4.887628 0.0 -0.3 -0.2 0.26
H -1.821652 -8.796634 4.479834 -0.2 -0.2 -0.2 0.26
H -2.769431 -7.743477 3.431177 0.0 -0.3 -0.1 0.03
C -6.039179 -5.558313 -4.745145 -0.1 0.2 0.2 -0.32
C -5.482480 -6.430225 -5.792934 0.5 -0.8 -0.9 0.31
N -5.042511 -7.119106 -6.620877 -0.7 1.2 1.4 -0.37
H -7.127767 -5.655037 -4.674623 0.2 -0.1 -0.2 0.26
H -5.628632 -5.798419 -3.758626 0.0 -0.1 -0.3 -0.09
H -5.820140 -4.502890 -4.938471 0.1 -0.2 -0.2 0.24
```
Forces are in eV/Å.

The lowest unoccupied orbital energy comes out at -4.33 eV. The charge is +1. As for the largest force on an atom: 10.2 eV/Å. The HOMO energy is -12.7 eV. The value obtained for the total energy is -3476.79236 Ha. The frontier orbital gap comes out at 0.3063 hartree.